ORCA calculation (wB97M-V/def2-TZVPD) on C39H54FeN6O as an isolated structure at a distorted geometry.

As for the expectation value of S²: 8.825. The HOMO-LUMO gap (spin up / spin down) comes out at 4.474 / 5.624 eV. Its spin multiplicity is 6. Its net charge is -1.

Positions of all 101 atoms, in Å:
H1 -4.008 -5.125 -0.523
H2 -3.897 4.291 -0.671
H3 -3.552 5.325 -2.863
C1 3.368 -4.361 0.305
C2 -0.049 3.064 0.867
C3 -0.564 -2.618 -1.621
H4 2.405 -4.421 2.252
C4 3.407 -0.642 4.368
H5 -4.685 -3.140 -1.929
C5 -0.842 4.257 0.597
C6 2.426 -1.620 5.029
H6 -4.096 -3.640 0.441
H7 -0.985 0.974 -4.863
H8 1.747 -5.570 1.088
H9 -2.914 5.728 -0.409
H10 0.602 1.276 5.641
Fe1 0.405 0.316 -0.224
C7 2.668 -5.108 1.448
H11 -2.542 3.869 -2.809
N1 1.237 -1.397 -0.454
C8 -3.639 -3.280 -1.645
C9 2.463 -3.340 -0.312
C10 0.709 0.681 -3.792
H12 -2.545 5.550 2.312
H13 1.772 -5.562 -1.844
H14 -6.535 0.094 0.346
C11 1.754 -3.467 -1.439
C12 2.145 -2.038 0.289
H15 -1.360 6.658 3.026
C13 -2.550 0.229 -1.041
H16 0.745 2.976 6.139
H17 -4.876 0.616 0.712
C14 2.911 -4.589 -3.389
H18 0.396 5.755 1.481
H19 2.625 1.439 -4.300
H20 2.919 -2.242 5.783
C15 -2.694 4.857 -2.374
C16 1.560 1.742 2.186
H21 1.616 -1.070 5.510
H22 0.772 -1.794 -3.754
H23 -1.155 0.066 -3.465
C17 1.714 1.119 -4.806
H24 -5.307 -1.087 0.840
C18 2.674 -1.552 1.472
H25 -1.182 4.907 3.235
C19 2.188 2.351 4.619
H26 3.685 -5.079 -0.454
C20 -0.658 5.591 1.249
H27 2.394 3.389 4.339
C21 -5.055 -0.390 -1.195
C22 -1.569 -1.730 -1.336
C23 0.897 -2.231 -1.604
H28 -1.805 5.455 -2.581
H29 -0.814 -3.636 -1.891
H30 2.407 -1.628 -3.044
H31 2.954 2.056 5.342
N2 -0.529 2.017 0.139
H32 1.133 3.830 2.446
C24 -3.595 -0.719 -1.282
N3 2.555 2.318 -1.408
H33 -0.966 6.382 0.559
H34 4.237 -1.204 3.930
H35 0.804 -4.609 -2.960
C25 -5.478 -0.175 0.265
O1 1.166 -0.034 -2.714
C26 -2.677 1.630 -0.939
C27 -2.992 -1.947 -1.444
H36 -3.634 2.068 -1.204
H37 3.374 -2.173 2.019
H38 2.894 -5.481 -4.020
H39 4.272 -3.878 0.686
H40 1.976 0.322 -5.521
H41 2.855 -3.713 -4.036
C28 -1.697 2.461 -0.465
C29 1.337 -1.456 -2.884
H42 3.312 -5.892 1.853
H43 -2.527 -4.255 -0.063
N4 -0.553 0.299 -4.250
H44 -3.151 -3.811 -2.469
C30 0.921 2.956 1.841
H45 3.831 0.019 5.128
C31 -2.913 4.733 -0.860
C32 0.807 2.289 5.290
C33 -1.853 3.884 -0.229
H46 1.982 -2.267 4.272
H47 0.034 2.552 4.567
C34 -3.565 -4.137 -0.374
H48 1.642 2.534 -1.795
N5 1.621 0.661 1.364
C35 -1.486 5.689 2.538
C36 2.350 -0.303 2.024
C37 1.740 -4.619 -2.397
H49 2.690 1.323 -1.541
N6 -1.340 -0.403 -1.030
C38 2.240 1.465 3.412
H50 1.325 1.962 -5.380
H51 -5.270 0.516 -1.769
H52 2.490 2.473 -0.406
H53 -5.647 -1.198 -1.631
C39 2.730 0.176 3.310
H54 3.864 -4.556 -2.859

Löwdin atomic charge list, values in e, 8 entries: 0.06 0.11 0.06 -0.19 -0.25 0.04 0.06 -0.20